[1]
C5H5NO2 in the gas phase. Source: OMol25; level of theory: ωB97M-V/def2-TZVPD.

Last column: natural (NBO) charge in e.
Geometry (Å):
C1 1.48 -0.96 0.17  -0.151
C2 0.13 -0.52 0.26  0.153
C3 -2.06 -0.33 -0.17  0.093
C4 -1.68 0.99 -0.02  -0.405
C5 -0.25 0.96 0.04  0.512
H1 1.94 1.01 0.15  0.483
H2 1.83 -1.42 1.18  0.207
H3 1.72 -1.78 -0.73  0.229
H4 -3.09 -0.81 -0.17  0.234
H5 -2.07 2.01 -0.02  0.262
N1 -0.85 -1.24 -0.26  -0.371
O1 2.19 0.24 -0.42  -0.729
O2 0.72 1.83 -0.03  -0.516

Net charge: 0
Structure (SMILES): O=C1C=CN=C1CO
HOMO-LUMO gap in Ha: 0.2847

---

[2]
7 unconnected molecules or ions with the total composition H14O7. Source: OMol25; level of theory: ωB97M-V/def2-TZVPD.

Last column: natural (NBO) charge in e.
Geometry (Å):
O1 1.43 -1.97 0.32  -1.093
H1 0.55 -2.33 0.39  0.402
H2 1.48 -1.65 -0.59  0.490
O2 1.87 -0.37 -1.99  -0.982
H3 1.65 0.45 -1.55  0.481
H4 2.04 -0.13 -2.90  0.469
O3 -3.98 0.29 -1.81  -0.981
H5 -3.82 -0.04 -0.92  0.495
H6 -4.83 -0.07 -2.04  0.446
O4 -3.04 -0.65 0.66  -1.346
H7 -2.28 -0.89 1.19  0.328
H8 -3.80 -0.86 1.21  0.403
O5 3.49 -0.16 1.29  -0.964
H9 2.82 -0.84 1.23  0.495
H10 4.31 -0.63 1.39  0.452
O6 1.32 3.17 0.98  -0.964
H11 1.54 3.01 0.06  0.455
H12 0.79 2.41 1.24  0.499
O7 -0.38 0.78 0.69  -1.029
H13 -1.25 0.52 0.38  0.485
H14 0.10 -0.04 0.77  0.460

Multiplicity: 2
Net charge: -1
HOMO-LUMO gap (alpha / beta) in Ha: 0.1019 / 0.3940

---

Computed ΔE to the lowest compared entry with this formula, charge and spin (kcal/mol) in order:
111.5 7.7
Computed energy (hartree) in order:
-398.6008 -535.0576
Computed strongest force on any atom (hartree/bohr) in order:
0.1423 0.0223